DFT (the ωB97M-V functional and the def2-TZVPD basis) results for a cluster of 2 separate species, C2H10N4 in total.

Element x y z (Å)
C: -1.73625 0.37309 0.68545
C: 0.64496 0.14146 1.20644
N: 1.49835 0.54747 -1.45007
N: 0.05066 -1.23286 -1.38051
N: -0.39491 0.86995 0.45165
N: 0.22248 0.16044 -1.43543
H: -1.86511 -0.76278 0.49221
H: -1.94234 0.58691 1.78563
H: -2.47535 0.90498 0.07900
H: 0.29416 -0.20783 2.13514
H: 0.92990 -0.78457 0.64597
H: 1.48765 0.74372 1.36582
H: 2.13389 0.33655 -0.75035
H: 1.44500 1.56204 -1.41627
H: 0.54229 -1.72000 -0.62866
H: -0.83540 -1.51856 -1.78601

LUMO level (alpha / beta)   1.0 / 0.9 eV
Relative energy (zero: lowest compared OMol25 entry of this formula, charge and spin)   120.5 kcal/mol

=====

DFT (the ωB97M-V functional and the def2-TZVPD basis) results for a structure of composition C24H22N6O10RhS2.

Element x y z (Å)
Rh: -0.60100 0.80008 0.28837
C: 3.48605 4.69479 0.11443
C: 2.70970 4.35600 -1.15052
N: 1.27331 4.42980 -0.95001
C: 0.49544 3.36978 -0.60329
S: 1.08074 1.76160 -0.88833
N: -0.67988 3.68377 -0.10315
N: -1.43199 2.60232 0.22860
C: -2.61993 2.76222 0.69655
C: -3.27728 4.09583 0.84145
C: -3.28546 1.53050 1.14299
C: -4.64495 1.48825 1.41157
C: -5.21698 0.28753 1.80351
C: -4.41325 -0.83002 1.92483
C: -3.06135 -0.71135 1.63846
N: -2.51093 0.43777 1.26564
H: 4.56078 4.64232 -0.06703
H: 3.23255 3.99214 0.90892
H: 3.24909 5.70376 0.45902
H: 2.94869 3.34538 -1.47473
H: 2.97929 5.02822 -1.96823
H: 0.90825 5.30640 -0.60844
H: -2.53877 4.87590 0.68929
H: -3.71927 4.19536 1.83368
H: -4.07240 4.21764 0.10174
H: -5.24662 2.37772 1.29486
H: -6.27914 0.22872 2.00221
H: -4.81165 -1.78915 2.22167
H: -2.39409 -1.55849 1.69275
O: 0.68112 1.13707 4.08771
C: 0.54466 0.68019 2.96538
O: 0.13543 1.43064 1.98111
C: 0.88528 -0.76834 2.71785
C: 1.18071 -1.53374 3.82847
C: 1.59359 -2.84992 3.70543
C: 1.77346 -3.42428 2.45166
C: 1.52011 -2.65964 1.34946
C: 1.00002 -1.32807 1.41477
O: 0.67052 -0.74023 0.33258
N: 1.78923 -3.26716 0.04037
O: 1.48213 -4.43887 -0.10532
O: 2.35026 -2.59185 -0.79307
N: 1.87649 -3.63596 4.89046
O: 1.70912 -3.11869 5.98151
O: 2.27908 -4.77916 4.73849
H: 1.09493 -1.07458 4.80312
H: 2.10753 -4.44568 2.34812
C: 2.85204 -2.93607 -5.03058
C: 1.62704 -2.50146 -4.27110
C: 1.34269 -1.15790 -4.07613
C: 0.25489 -0.75929 -3.30829
C: -0.55940 -1.71920 -2.73642
C: -0.30524 -3.07061 -2.93995
C: 0.78119 -3.45216 -3.70281
S: -1.88870 -1.28320 -1.65355
O: -1.73406 0.20892 -1.44722
O: -3.14554 -1.61464 -2.28172
O: -1.64283 -2.03799 -0.44056
H: 3.35146 -2.08486 -5.49316
H: 2.60161 -3.65443 -5.81347
H: 3.56249 -3.41784 -4.35549
H: 1.99499 -0.40572 -4.50576
H: 0.05049 0.28685 -3.13250
H: -0.93813 -3.81080 -2.46830
H: 1.00241 -4.50616 -3.82791

LUMO level   1.8 eV
Relative energy (zero: lowest compared OMol25 entry of this formula, charge and spin)   10.4 kcal/mol
Charge   -1

=====

DFT (the ωB97M-V functional and the def2-TZVPD basis) results for a structure of composition C17H14F4N3O5V.

Element x y z (Å)
V: -0.37145 1.15118 0.22069
O: 4.22125 0.21763 3.90509
C: 3.16488 0.39444 3.12619
C: 1.84166 0.19809 3.56211
C: 0.85016 0.34806 2.64193
N: 1.11889 0.65944 1.36278
C: 2.35723 1.05797 1.00359
C: 3.41495 0.90786 1.84113
C: 2.26790 1.92812 -0.24055
O: 3.18216 2.40559 -0.81659
O: 0.94423 2.11928 -0.49927
C: -0.64331 0.47490 2.90272
O: -1.17144 0.34233 3.94767
O: -1.21661 0.83629 1.72018
H: 3.97863 -0.07543 4.79130
H: 1.59373 -0.01938 4.59626
H: 4.40903 1.22990 1.55618
C: -2.24730 -2.07614 0.24407
N: -0.89985 -1.83657 0.75281
C: -0.70289 -2.55750 2.00920
C: 0.12002 -2.18620 -0.20957
C: 0.13910 -1.29502 -1.46339
N: -0.40455 0.06324 -1.25483
C: -0.93255 0.79361 -2.34985
C: -1.87020 1.78445 -2.07967
F: -2.17838 1.96250 -0.73353
C: -2.47853 2.54308 -3.04509
F: -3.37066 3.46018 -2.68266
C: -2.16934 2.33327 -4.36666
C: -1.23630 1.36298 -4.66844
F: -0.89218 1.14889 -5.93033
C: -0.61041 0.61269 -3.69263
F: 0.34289 -0.23601 -4.06686
H: -2.45090 -3.14985 0.11052
H: -2.97664 -1.67619 0.94779
H: -2.39236 -1.58266 -0.71693
H: -0.80420 -3.64696 1.88791
H: 0.29617 -2.35857 2.40665
H: -1.44401 -2.23390 2.74127
H: 1.08263 -2.11879 0.29989
H: 0.01260 -3.22610 -0.55271
H: 1.17299 -1.21803 -1.79478
H: -0.41394 -1.76576 -2.26628
H: -2.63313 2.92310 -5.14732

LUMO level (alpha / beta)   -5.1 / -4.8 eV
Relative energy (zero: lowest compared OMol25 entry of this formula, charge and spin)   35.1 kcal/mol
Charge   +1
Spin multiplicity   2

=====

DFT (the ωB97M-V functional and the def2-TZVPD basis) results for a structure of composition C36H53CaN4OP2.

Element x y z (Å)
C: -1.75789 -1.32241 -2.04585
C: 0.52316 -1.71803 -2.16829
C: -1.97269 -2.26260 -3.06247
C: 0.31318 -2.92397 -2.88122
C: -0.95007 -3.14425 -3.41503
H: -2.96043 -2.32757 -3.51995
H: 1.14956 -3.60323 -3.03627
H: -1.14804 -3.98027 -4.09636
N: -0.54767 -1.14826 -1.49609
P: -2.85189 0.12446 0.15170
P: 3.44968 -0.37550 -0.45600
C: -2.87653 -0.38725 -1.61555
H: -2.79110 0.50856 -2.23917
H: -3.83694 -0.83939 -1.87768
C: 0.90166 2.32179 2.03951
O: 0.92531 3.27322 2.69217
C: 1.71072 -0.92744 -2.29834
H: 2.57292 -1.37056 -2.81331
C: 4.86536 0.47969 -1.42092
C: 3.83058 -0.75290 1.36570
C: -3.49582 1.93029 0.06644
C: -4.09864 -1.14089 0.85561
C: 4.84009 1.96078 -1.02042
H: 5.06302 2.09293 0.04430
H: 5.60693 2.49179 -1.60074
H: 3.86786 2.41349 -1.23404
C: 6.20892 -0.15543 -1.01672
H: 6.50446 0.12085 0.00283
H: 6.19330 -1.25143 -1.10433
H: 6.98933 0.21950 -1.69483
C: 4.68633 0.32387 -2.94506
H: 5.47576 0.91772 -3.42701
H: 4.80291 -0.71923 -3.27109
H: 3.72221 0.70744 -3.29493
C: 4.61956 0.39984 1.99599
H: 4.04253 1.33700 2.00083
H: 4.82665 0.12918 3.04588
H: 5.59078 0.58614 1.51400
C: 2.51833 -0.96038 2.14975
H: 1.99100 -0.01106 2.36853
H: 1.84636 -1.67222 1.64049
H: 2.78218 -1.41204 3.11717
C: 4.65922 -2.06588 1.37838
H: 5.66479 -1.94721 0.94646
H: 4.78175 -2.41841 2.41275
H: 4.13646 -2.86007 0.82574
C: -4.49665 -0.73056 2.28440
H: -5.07791 -1.54975 2.73784
H: -3.63039 -0.53807 2.93199
H: -5.14027 0.16135 2.29246
C: -3.36015 -2.48967 0.86597
H: -3.06965 -2.79371 -0.14816
H: -2.45938 -2.47671 1.49204
H: -4.03858 -3.25923 1.26115
C: -5.36313 -1.29368 -0.00505
H: -6.09079 -1.88517 0.57013
H: -5.83186 -0.33800 -0.25952
H: -5.16114 -1.84553 -0.92991
C: -2.50177 2.76674 -0.76553
H: -2.38345 2.38904 -1.78871
H: -2.88910 3.79547 -0.83611
H: -1.50189 2.82611 -0.30522
C: -3.58044 2.52070 1.48849
H: -2.61772 2.48072 2.01850
H: -3.87694 3.57971 1.41623
H: -4.31985 2.00867 2.11780
C: -4.87708 1.96306 -0.59434
H: -4.87544 1.47305 -1.57743
H: -5.65434 1.51152 0.03737
H: -5.15798 3.01583 -0.75300
Ca: 0.12208 0.23886 0.50404
N: 2.20278 0.74623 -0.68297
C: 1.65974 0.36816 -1.91558
C: 1.04298 1.39229 -2.81207
C: 0.86081 2.73425 -2.42825
C: 0.74123 1.01206 -4.13915
C: 0.47073 3.67762 -3.39299
H: 1.05763 3.03639 -1.39257
C: 0.42667 1.96269 -5.10826
H: 0.78785 -0.04314 -4.41224
C: 0.31460 3.30939 -4.74379
H: 0.32536 4.71695 -3.09258
H: 0.29359 1.67127 -6.15227
H: 0.11913 4.06339 -5.51572
N: -1.72335 -2.09735 6.49261
C: -1.34935 -1.67140 5.26417
C: -0.93952 -2.58855 4.27348
C: -0.55173 -2.10697 3.03009
N: -0.56384 -0.77745 2.70457
C: -0.94971 0.10132 3.67519
C: -1.36880 -0.29894 4.93711
H: -1.68481 -3.07199 6.74586
H: -1.99832 -1.44733 7.21212
H: -0.92803 -3.65913 4.48785
H: -0.19810 -2.80062 2.25659
H: -0.89102 1.16611 3.41559
H: -1.69793 0.43330 5.67523

LUMO level   -3.0 eV
Relative energy (zero: lowest compared OMol25 entry of this formula, charge and spin)   28.4 kcal/mol
Charge   +1

=====

What is the relative energy (zero: lowest compared OMol25 entry of this formula, charge and spin) in the third record?
35.1 kcal/mol

=====

The highest relative energy (zero: lowest compared OMol25 entry of this formula, charge and spin) belongs to which entry?
C2H10N4

=====

What did the third record say?
DFT (the ωB97M-V functional and the def2-TZVPD basis) results for a structure of composition C17H14F4N3O5V.

Element x y z (Å)
V: -0.37145 1.15118 0.22069
O: 4.22125 0.21763 3.90509
C: 3.16488 0.39444 3.12619
C: 1.84166 0.19809 3.56211
C: 0.85016 0.34806 2.64193
N: 1.11889 0.65944 1.36278
C: 2.35723 1.05797 1.00359
C: 3.41495 0.90786 1.84113
C: 2.26790 1.92812 -0.24055
O: 3.18216 2.40559 -0.81659
O: 0.94423 2.11928 -0.49927
C: -0.64331 0.47490 2.90272
O: -1.17144 0.34233 3.94767
O: -1.21661 0.83629 1.72018
H: 3.97863 -0.07543 4.79130
H: 1.59373 -0.01938 4.59626
H: 4.40903 1.22990 1.55618
C: -2.24730 -2.07614 0.24407
N: -0.89985 -1.83657 0.75281
C: -0.70289 -2.55750 2.00920
C: 0.12002 -2.18620 -0.20957
C: 0.13910 -1.29502 -1.46339
N: -0.40455 0.06324 -1.25483
C: -0.93255 0.79361 -2.34985
C: -1.87020 1.78445 -2.07967
F: -2.17838 1.96250 -0.73353
C: -2.47853 2.54308 -3.04509
F: -3.37066 3.46018 -2.68266
C: -2.16934 2.33327 -4.36666
C: -1.23630 1.36298 -4.66844
F: -0.89218 1.14889 -5.93033
C: -0.61041 0.61269 -3.69263
F: 0.34289 -0.23601 -4.06686
H: -2.45090 -3.14985 0.11052
H: -2.97664 -1.67619 0.94779
H: -2.39236 -1.58266 -0.71693
H: -0.80420 -3.64696 1.88791
H: 0.29617 -2.35857 2.40665
H: -1.44401 -2.23390 2.74127
H: 1.08263 -2.11879 0.29989
H: 0.01260 -3.22610 -0.55271
H: 1.17299 -1.21803 -1.79478
H: -0.41394 -1.76576 -2.26628
H: -2.63313 2.92310 -5.14732

LUMO level (alpha / beta)   -5.1 / -4.8 eV
Relative energy (zero: lowest compared OMol25 entry of this formula, charge and spin)   35.1 kcal/mol
Charge   +1
Spin multiplicity   2